No. 1
ORCA calculation (the ωB97M-V functional and the def2-TZVPD basis) on a cluster of 2 separate species, C5H10O in total.

The HOMO energy comes out at -0.32240 Ha. Its total energy is -271.5972 a.u. The value obtained for the relative energy (zero: lowest compared OMol25 entry of this formula, charge and spin) is 408.2 kJ/mol. The calculation puts the LUMO energy at 0.0279 hartree. The calculation puts the frontier orbital gap at 9.533 eV.

Last column: natural (NBO) charge in e.
Cartesian coordinates (Å):
O: -0.74 -2.44 -1.60  -0.64
C: -1.62 -1.71 -2.23  0.13
C: 0.67 0.14 -0.42  -0.42
C: 0.61 1.57 0.15  -0.40
C: 0.32 0.95 1.53  -0.39
C: -0.12 -0.34 0.82  -0.44
H: -0.37 -2.05 -0.78  0.49
H: 0.25 -0.01 -1.42  0.20
H: -1.74 -0.76 -1.62  0.03
H: 1.69 -0.26 -0.42  0.21
H: -0.26 2.10 -0.24  0.20
H: 1.49 2.20 0.03  0.21
H: 1.25 0.79 2.10  0.20
H: -0.40 1.46 2.18  0.21
H: -1.21 -0.34 0.64  0.20
H: 0.16 -1.29 1.29  0.20

=====

No. 2
ORCA calculation (the ωB97M-V functional and the def2-TZVPD basis) on a structure of composition C5H10O.

The HOMO energy comes out at -0.28128 Ha. Its total energy is -271.6006 a.u. The value obtained for the relative energy (zero: lowest compared OMol25 entry of this formula, charge and spin) is 399.2 kJ/mol. The calculation puts the LUMO energy at 0.0302 hartree. The calculation puts the frontier orbital gap at 8.477 eV.

Last column: natural (NBO) charge in e.
Cartesian coordinates (Å):
C: 1.33 0.20 0.97  -0.63
C: 0.15 0.05 0.04  0.29
C: 0.58 -0.27 -1.39  -0.65
C: -1.03 -0.80 0.52  -0.54
C: -2.05 0.15 -0.14  -0.19
O: -0.63 1.32 0.07  -0.63
H: 2.09 0.87 0.54  0.21
H: 1.02 0.60 1.94  0.22
H: 1.80 -0.78 1.13  0.22
H: -0.27 -0.63 -1.98  0.24
H: 1.37 -1.02 -1.38  0.22
H: 0.99 0.63 -1.88  0.21
H: -1.06 -1.82 0.11  0.21
H: -1.03 -0.86 1.62  0.18
H: -2.68 0.60 0.64  0.12
H: -0.58 1.77 -0.79  0.50

=====

No. 3
ORCA calculation (the ωB97M-V functional and the def2-TZVPD basis) on a cluster of 2 separate species, C5H10O in total.

The HOMO energy comes out at -0.31356 Ha. Its total energy is -271.6816 a.u. The SMILES is C/C=C/O.C=C. The value obtained for the relative energy (zero: lowest compared OMol25 entry of this formula, charge and spin) is 186.4 kJ/mol. The calculation puts the LUMO energy at 0.0316 hartree. The calculation puts the frontier orbital gap at 9.391 eV.

Last column: natural (NBO) charge in e.
Cartesian coordinates (Å):
C: -0.20 -1.67 0.09  -0.63
C: 0.85 -0.70 -0.35  -0.27
C: 1.84 -0.30 0.44  0.12
O: 2.80 0.59 0.04  -0.69
H: 0.14 -2.25 0.96  0.21
H: -1.13 -1.17 0.37  0.22
H: -0.44 -2.39 -0.70  0.21
H: 0.80 -0.29 -1.36  0.21
H: 1.92 -0.67 1.47  0.16
H: 3.48 0.64 0.72  0.48
C: -2.22 1.01 -0.43  -0.41
C: -1.14 1.74 -0.13  -0.37
H: -2.46 0.74 -1.46  0.19
H: -2.89 0.64 0.34  0.19
H: -0.88 1.98 0.89  0.19
H: -0.46 2.10 -0.90  0.20

=====

No. 4
ORCA calculation (the ωB97M-V functional and the def2-TZVPD basis) on an isolated molecule of C5H10O.

The HOMO energy comes out at -0.28887 Ha. Its total energy is -271.5392 a.u. The value obtained for the relative energy (zero: lowest compared OMol25 entry of this formula, charge and spin) is 560.4 kJ/mol. The calculation puts the LUMO energy at 0.0117 hartree. The calculation puts the frontier orbital gap at 8.180 eV.

Last column: natural (NBO) charge in e.
Cartesian coordinates (Å):
C: -1.57 -0.23 -0.79  -0.65
C: 0.86 -0.21 -0.63  0.22
C: 2.26 -0.33 -0.53  -0.81
C: 0.35 0.73 0.42  -0.62
C: -0.84 -0.12 0.75  0.11
O: -1.66 0.52 1.68  -0.71
H: -2.36 -0.94 -0.75  0.19
H: -2.02 0.76 -0.95  0.20
H: -1.07 -0.44 -1.79  0.25
H: 2.75 0.26 0.24  0.17
H: 2.73 -0.15 -1.50  0.27
H: 2.37 -1.38 -0.28  0.28
H: 1.02 0.95 1.22  0.19
H: 0.00 1.67 -0.01  0.26
H: -0.46 -1.03 1.33  0.17
H: -2.39 -0.08 1.74  0.46

=====

No. 5
ORCA calculation (the ωB97M-V functional and the def2-TZVPD basis) on an isolated molecule of C5H10O.

The HOMO energy comes out at -0.36904 Ha. Its total energy is -271.7145 a.u. The SMILES is C[C@@H](O)C1CC1. The value obtained for the relative energy (zero: lowest compared OMol25 entry of this formula, charge and spin) is 100.1 kJ/mol. The calculation puts the LUMO energy at 0.0395 hartree. The calculation puts the frontier orbital gap at 11.116 eV.

Last column: natural (NBO) charge in e.
Cartesian coordinates (Å):
C: 1.82 -0.49 -0.71  -0.62
C: 0.50 0.27 -0.84  0.10
O: -0.36 -0.53 -1.63  -0.72
C: -0.14 0.60 0.50  -0.25
C: -1.64 0.53 0.70  -0.43
C: -0.73 -0.47 1.36  -0.42
H: 1.66 -1.46 -0.23  0.21
H: 2.25 -0.66 -1.70  0.22
H: 2.54 0.08 -0.11  0.21
H: 0.71 1.22 -1.36  0.16
H: -1.21 -0.07 -1.62  0.47
H: 0.34 1.42 1.03  0.22
H: -2.29 0.13 -0.07  0.20
H: -2.10 1.31 1.29  0.22
H: -0.59 -0.43 2.44  0.22
H: -0.75 -1.47 0.94  0.22

=====

No. 6
ORCA calculation (the ωB97M-V functional and the def2-TZVPD basis) on a cluster of 2 separate species, C5H10O in total.

The HOMO energy comes out at -0.35317 Ha. Its total energy is -271.7125 a.u. The SMILES is O=C1CCC1.C. The value obtained for the relative energy (zero: lowest compared OMol25 entry of this formula, charge and spin) is 105.3 kJ/mol. The calculation puts the LUMO energy at 0.0345 hartree. The calculation puts the frontier orbital gap at 10.550 eV.

Last column: natural (NBO) charge in e.
Cartesian coordinates (Å):
O: -0.47 -0.20 1.75  -0.52
C: 0.26 0.32 0.94  0.62
C: 0.29 0.39 -0.59  -0.53
C: 1.08 1.72 -0.41  -0.40
C: 1.37 1.36 1.07  -0.52
H: -0.67 0.40 -1.10  0.24
H: 0.92 -0.40 -1.01  0.24
H: 0.42 2.59 -0.48  0.21
H: 1.94 1.86 -1.06  0.21
H: 1.21 2.11 1.85  0.23
H: 2.35 0.89 1.21  0.23
C: -1.74 -2.21 -0.43  -0.87
H: -2.30 -1.79 -1.28  0.20
H: -2.28 -3.08 -0.04  0.21
H: -0.75 -2.51 -0.77  0.20
H: -1.64 -1.46 0.36  0.24

=====

No. 7
ORCA calculation (the ωB97M-V functional and the def2-TZVPD basis) on a structure of composition C5H10O.

The HOMO energy comes out at -0.34554 Ha. Its total energy is -271.6339 a.u. The value obtained for the relative energy (zero: lowest compared OMol25 entry of this formula, charge and spin) is 311.8 kJ/mol. The calculation puts the LUMO energy at 0.0369 hartree. The calculation puts the frontier orbital gap at 10.406 eV.

Last column: natural (NBO) charge in e.
Cartesian coordinates (Å):
C: 2.22 -0.16 -0.03  -0.62
C: 0.49 0.81 0.41  0.40
C: 0.60 -0.24 -0.58  -0.45
C: -2.11 -0.37 -0.56  -0.45
C: -2.14 0.04 0.70  -0.35
O: 0.19 0.65 1.57  -0.61
H: 2.74 0.72 0.42  0.24
H: 2.71 -0.36 -0.96  0.22
H: 2.33 -0.95 0.72  0.23
H: 0.85 1.77 -0.01  0.12
H: 0.47 0.00 -1.65  0.23
H: 0.25 -1.24 -0.35  0.23
H: -1.87 -1.40 -0.82  0.19
H: -2.43 0.27 -1.38  0.19
H: -1.80 -0.59 1.52  0.21
H: -2.49 1.03 0.98  0.20

=====

No. 8
ORCA calculation (the ωB97M-V functional and the def2-TZVPD basis) on a structure of composition C5H10O.

The HOMO energy comes out at -0.29014 Ha. Its total energy is -271.5193 a.u. The value obtained for the relative energy (zero: lowest compared OMol25 entry of this formula, charge and spin) is 612.5 kJ/mol. The calculation puts the LUMO energy at 0.0345 hartree. The calculation puts the frontier orbital gap at 8.835 eV.

Last column: natural (NBO) charge in e.
Cartesian coordinates (Å):
C: -0.89 0.99 -0.48  -0.60
C: 0.20 -0.44 0.18  -0.06
C: -1.45 -0.90 0.05  -0.56
C: 1.14 0.21 1.23  -0.09
O: 2.28 -0.30 0.51  -0.53
C: 1.48 -0.46 -0.69  -0.09
H: -1.35 0.90 -1.49  0.21
H: -0.01 1.58 -0.54  0.18
H: -1.63 1.46 0.19  0.21
H: -1.38 -1.69 -0.69  0.22
H: -1.58 -1.26 1.05  0.21
H: -2.45 -0.42 -0.20  0.20
H: 1.14 -0.11 2.29  0.19
H: 1.14 1.32 1.19  0.16
H: 1.77 -1.34 -1.28  0.19
H: 1.59 0.45 -1.32  0.16